# 1
The following is a quantum chemistry calculation of a 4-piece molecular cluster, C34H57F4NO2PS overall at a distorted geometry, from the Open Molecules 2025 dataset.

Geometry as XYZ:
```
100
C34H57F4NO2PS | the Open Molecules 2025 dataset | ωB97M-V/def2-TZVPD
H -5.299 0.536 -8.921
H 5.712 0.868 1.089
C -2.465 1.213 -2.631
H -5.364 -1.980 -0.785
H 5.365 -2.694 6.655
C 0.041 -2.141 0.091
C -2.034 -0.633 0.004
H 6.174 2.963 5.757
C 5.746 1.037 2.168
H 3.874 -5.330 6.173
H 6.723 6.149 3.802
C -6.165 2.458 -9.341
H 1.044 -3.727 4.195
H -6.452 1.508 -5.381
H 1.145 2.277 0.790
H -5.451 3.018 -8.730
C 1.851 -5.648 3.656
C -0.762 -0.916 0.520
H -7.101 1.389 -2.735
H -7.380 4.203 -9.778
N -2.704 0.401 0.552
C -5.251 -1.045 -1.315
C -5.966 1.633 -6.354
H 5.482 4.132 3.018
H 4.635 -5.069 3.813
C 6.942 5.164 4.216
H 5.600 -5.116 6.030
H -2.158 1.977 -1.914
H -2.496 1.691 -3.605
H -5.978 2.705 -6.563
H 1.877 -5.476 2.577
C 4.500 -4.189 4.446
C -2.252 1.191 1.537
H -6.817 -0.177 -7.138
H -5.745 2.436 -10.349
H 8.069 2.551 4.266
H 4.878 4.685 4.563
H -3.983 1.684 -5.475
H -7.826 1.232 -7.348
H 3.348 2.156 0.897
H -4.842 2.251 -3.240
H 5.729 0.062 2.659
F -0.547 -2.754 -0.948
H 1.146 -3.029 1.789
C 7.119 2.051 4.062
C 1.927 -4.331 4.426
F 1.281 -1.742 -0.307
H 0.929 -6.184 3.885
C -4.523 1.147 -6.258
C -6.276 1.021 -8.834
C 4.587 -3.425 6.882
C -6.378 -0.354 -1.727
H 3.177 -3.266 3.036
H -6.946 0.462 -9.494
H 3.109 -2.549 4.627
H 5.046 2.270 4.620
C -3.971 -0.557 -1.590
H 7.876 1.291 2.207
C -6.791 0.885 -7.400
H -3.106 -2.313 -0.718
C -7.499 3.198 -9.373
C -0.236 -0.074 1.494
H -2.904 1.975 1.886
H -3.981 1.306 -7.190
H -7.932 3.298 -8.376
C -3.811 0.641 -2.290
F 0.154 -4.407 0.726
C -0.993 0.978 2.022
H 4.837 1.570 2.457
S 2.306 1.297 -1.535
H 6.994 2.786 2.033
H -1.671 0.468 -2.661
C 5.973 2.848 4.688
C 0.209 -3.171 1.253
C 1.150 -0.231 2.067
H -4.486 0.081 -6.022
O 2.177 0.160 1.286
F -0.857 -3.036 2.088
H 3.624 -2.913 6.842
C -2.782 -1.346 -1.099
C -4.958 1.327 -2.693
H 5.316 -3.506 4.187
O 1.306 -0.742 3.135
C -6.227 0.843 -2.414
H -3.625 0.585 0.152
C 3.174 -3.508 4.107
H -8.221 2.670 -9.998
H -7.363 -0.744 -1.516
C 4.645 -4.600 5.910
H -2.099 -1.545 -1.918
H 2.682 -6.308 3.905
H 7.180 1.080 4.563
H 7.209 5.296 5.266
C 5.745 4.230 4.076
P 2.239 1.518 0.358
H 1.878 -4.532 5.498
C 6.992 1.827 2.557
H 4.734 -3.759 7.909
H -0.599 1.615 2.798
H 7.819 4.779 3.694
```

Summary:
ΔE to the lowest compared entry with this formula, charge and spin, eV: 0.000
F_max, eV/Å: 1.37
2S+1: 1
Lowest unoccupied orbital energy, eV: -4.69
Charge: +1
Orbital gap, eV: 7.43

---

# 2
The following is a quantum chemistry calculation of C8H17N7O3W as an isolated structure at a distorted geometry, from the Open Molecules 2025 dataset.

Geometry as XYZ:
```
36
C8H17N7O3W | the Open Molecules 2025 dataset | ωB97M-V/def2-TZVPD
H -3.350 -0.438 2.307
H -4.958 -0.744 0.589
N -0.695 -1.740 -0.280
H -3.682 -1.110 -0.613
C 1.855 -0.229 -0.252
O 0.017 3.020 0.913
H -3.006 3.308 0.088
H 2.639 2.197 -1.110
N -2.533 1.313 -0.570
H 1.056 1.541 -0.328
H 1.581 -4.036 -0.936
H -3.071 -1.890 1.672
H 4.327 1.806 -0.906
O -1.394 1.467 1.651
H -0.095 -4.229 -0.991
C 4.253 -0.583 -0.227
H 4.434 -0.868 0.816
H -1.390 -2.470 -0.529
C -3.906 -0.538 0.313
N 0.675 -3.587 -0.804
C -2.120 2.724 -0.258
C 3.340 1.672 -0.458
H -1.722 3.276 -1.134
C -3.771 0.998 0.091
H 5.129 -0.015 -0.545
H 3.378 2.166 0.519
H 2.552 -2.135 -0.195
H 4.221 -1.473 -0.859
N 0.716 0.561 -0.198
N 3.070 0.253 -0.335
C -1.078 2.558 0.850
W -1.234 0.238 0.389
O -4.493 1.812 0.551
N -2.952 -0.880 1.446
N 1.671 -1.612 -0.214
C 0.537 -2.334 -0.452
```

Summary:
ΔE to the lowest compared entry with this formula, charge and spin, eV: 5.288
F_max, eV/Å: 4.92
2S+1: 1
Lowest unoccupied orbital energy, eV: -18.42
Charge: +4
Orbital gap, eV: 6.00

---

# 3
The following is a quantum chemistry calculation of C31H27NO2P2Rh as an isolated structure at a distorted geometry, from the Open Molecules 2025 dataset.

Geometry as XYZ:
```
64
C31H27NO2P2Rh | the Open Molecules 2025 dataset | ωB97M-V/def2-TZVPD
H 2.300 1.679 4.794
C 2.870 -4.525 1.070
O 0.798 -1.238 2.497
C 0.656 -1.132 -2.909
N -1.992 -0.240 -0.179
H 0.192 7.586 -1.914
H 0.499 4.721 1.239
H -4.830 0.986 -1.196
C -0.238 -0.916 3.126
C 0.177 -4.066 1.592
C -3.814 -0.993 -1.189
C 0.778 -3.492 0.472
H -2.460 2.141 1.308
O -1.184 -0.295 2.592
H 3.921 -4.697 0.878
H 2.607 -3.260 -0.640
C -3.976 0.378 -0.946
H -2.111 -3.137 0.361
C 0.221 4.960 0.223
C 0.044 6.578 -1.552
C -1.848 -2.642 -0.580
H -0.865 -3.879 1.814
H 1.524 -2.442 -5.899
H 1.127 -0.262 -4.810
C 1.013 -1.179 -4.248
C -0.304 3.984 -0.621
C -2.819 0.824 -0.312
C 0.300 2.200 1.525
C 0.378 6.256 -0.244
C 1.749 1.827 3.875
C 0.507 -2.316 -2.190
H 0.769 7.017 0.419
C -2.566 -1.354 -0.697
C -0.223 2.634 2.745
H -2.899 2.982 -0.205
H -0.323 -1.192 4.188
H 0.592 -4.467 -2.246
H 0.448 -5.333 3.294
C -2.369 2.131 0.214
H -1.192 3.115 2.783
C 0.505 2.457 3.906
C 2.264 -5.102 2.177
H 0.101 2.800 4.848
H -2.052 -3.329 -1.400
H 2.039 1.358 0.541
P -0.053 -2.216 -0.476
Rh -0.035 -0.101 0.592
H 3.242 0.893 2.653
C 1.227 -2.405 -4.860
H 2.844 -5.721 2.849
C -0.473 5.604 -2.396
H 0.486 -0.184 -2.413
H -4.519 -1.665 -1.651
H 1.232 -4.538 -4.629
H -0.736 5.855 -3.415
C 0.713 -3.548 -2.807
H -1.042 3.547 -2.595
C 2.283 1.393 2.677
C -0.642 4.310 -1.936
C 1.569 1.584 1.498
P -0.536 2.249 -0.103
C 0.917 -4.881 2.430
C 2.135 -3.716 0.222
C 1.071 -3.585 -4.143
```

Summary:
ΔE to the lowest compared entry with this formula, charge and spin, eV: 1.780
F_max, eV/Å: 2.44
2S+1: 1
Lowest unoccupied orbital energy (spin up / spin down), eV: -4.77 / -5.02
Charge: +1
Orbital gap (spin up / spin down), eV: 5.31 / 5.06

---

# 4
The following is a quantum chemistry calculation of a 2-piece molecular cluster, C4H12N2O2 overall at a distorted geometry, from the Open Molecules 2025 dataset.

Geometry as XYZ:
```
20
C4H12N2O2 | the Open Molecules 2025 dataset | ωB97M-V/def2-TZVPD
N -1.668 0.991 0.699
O -0.451 0.147 2.398
H 1.639 -0.739 1.261
C 1.688 1.867 1.103
H -1.754 1.172 -0.291
H 0.248 -2.335 -2.568
H 0.619 1.135 -0.610
H -2.091 -1.207 -1.195
O 1.582 -0.402 0.346
H 1.156 2.820 1.181
C -0.466 -2.328 -1.740
H -1.092 -3.220 -1.821
H -0.670 -0.295 -1.763
N -1.282 -1.125 -1.805
H -2.481 0.963 1.302
C 0.838 0.812 0.414
C -0.497 0.529 1.233
H 2.618 2.024 0.546
H 1.974 1.548 2.111
H 0.091 -2.359 -0.801
```

Summary:
ΔE to the lowest compared entry with this formula, charge and spin, eV: 1.502
F_max, eV/Å: 1.68
2S+1: 1
Lowest unoccupied orbital energy, eV: 0.79
SMILES: C[C@@H](O)C(N)=O.CN
Charge: 0
Orbital gap, eV: 9.76

---

# 5
The following is a quantum chemistry calculation of a 2-piece molecular cluster, C5H9ClF2O2S overall at a distorted geometry, from the Open Molecules 2025 dataset.

Geometry as XYZ:
```
20
C5H9ClF2O2S | the Open Molecules 2025 dataset | ωB97M-V/def2-TZVPD
C -0.251 -0.862 -0.475
C -1.746 -0.464 -0.382
H 1.370 -1.924 0.263
O 0.246 1.386 2.865
O -1.067 2.366 0.956
Cl 1.498 3.591 1.863
C 0.287 -0.899 -1.841
H -2.325 -1.365 -0.469
F 0.890 1.950 -0.820
H 1.292 -1.026 -2.013
H -0.077 -1.842 -2.322
C 1.001 1.175 0.277
H 0.481 -1.238 1.628
C 0.387 -1.690 0.645
H -0.234 -2.577 0.737
S 0.163 2.069 1.571
F 2.312 1.344 0.582
H -1.857 0.013 0.530
H -0.200 -0.226 -2.459
H -2.169 0.217 -1.136
```

Summary:
ΔE to the lowest compared entry with this formula, charge and spin, eV: 1.326
F_max, eV/Å: 3.70
2S+1: 1
Lowest unoccupied orbital energy (spin up / spin down), eV: -0.95 / -0.94
Charge: 0
Orbital gap (spin up / spin down), eV: 8.08 / 8.08

---

# 6
The following is a quantum chemistry calculation of C22H22ClF4N4O4Sr as an isolated structure, from the Open Molecules 2025 dataset.

Geometry as XYZ:
```
58
C22H22ClF4N4O4Sr | the Open Molecules 2025 dataset | ωB97M-V/def2-TZVPD
C 6.383 -0.904 -0.987
H -1.931 -3.280 -0.830
H 6.629 -0.786 -3.115
H 7.306 -1.447 -0.829
H 5.845 -0.875 1.098
C -1.053 2.658 1.601
C -3.059 0.257 -1.198
O 1.013 -1.426 2.763
C -1.311 -2.800 -1.575
F -3.383 0.667 -3.479
H 3.755 0.352 0.735
F -6.798 -1.274 -0.877
F -5.269 -1.226 1.266
O 3.364 -1.158 2.900
C 3.992 0.478 -1.394
C -2.452 1.287 3.031
C 4.809 0.150 -2.468
H -5.779 -0.367 -3.117
H 2.632 1.575 -2.628
H -1.622 2.301 0.743
C 0.189 -1.475 -2.394
C -0.365 -2.153 -3.488
H 4.508 0.427 -3.473
F -1.812 0.795 -1.312
Cl 2.104 -0.524 3.129
C 1.173 -0.449 -2.424
C -5.145 -0.311 -2.247
N -2.519 -0.124 1.059
C 4.386 0.110 -0.110
C -5.559 -0.749 -1.005
N -1.071 1.655 2.660
C 2.660 1.161 -1.612
O 1.969 0.640 2.245
O 1.972 -0.121 4.493
H -0.019 2.855 1.300
N 1.548 0.238 -1.397
C -3.856 0.196 -2.309
C 5.570 -0.581 0.093
H 2.561 1.994 -0.912
H 1.625 -0.248 -3.404
C -2.863 -0.071 2.462
H -2.309 -0.844 3.014
Sr -0.035 -0.232 0.688
H -3.148 2.061 2.682
H -0.265 1.371 4.575
H -3.921 -0.235 2.678
N -0.398 -1.886 -1.220
C -3.439 -0.196 0.093
H -2.526 1.254 4.122
H -0.093 -2.018 -4.525
C 6.002 -0.535 -2.268
H -1.489 3.616 1.929
C -1.334 -3.006 -2.963
H -0.799 3.042 4.249
H 0.692 2.394 3.519
C -0.326 2.147 3.814
H -1.978 -3.683 -3.502
C -4.763 -0.699 0.120
```

Summary:
ΔE to the lowest compared entry with this formula, charge and spin, eV: 0.005
F_max, eV/Å: 0.13
2S+1: 1
Lowest unoccupied orbital energy, eV: 2.61
Charge: -1
Orbital gap, eV: 7.01

---

Copy entry 5 word for word.
The following is a quantum chemistry calculation of a 2-piece molecular cluster, C5H9ClF2O2S overall at a distorted geometry, from the Open Molecules 2025 dataset.

Geometry as XYZ:
```
20
C5H9ClF2O2S | the Open Molecules 2025 dataset | ωB97M-V/def2-TZVPD
C -0.251 -0.862 -0.475
C -1.746 -0.464 -0.382
H 1.370 -1.924 0.263
O 0.246 1.386 2.865
O -1.067 2.366 0.956
Cl 1.498 3.591 1.863
C 0.287 -0.899 -1.841
H -2.325 -1.365 -0.469
F 0.890 1.950 -0.820
H 1.292 -1.026 -2.013
H -0.077 -1.842 -2.322
C 1.001 1.175 0.277
H 0.481 -1.238 1.628
C 0.387 -1.690 0.645
H -0.234 -2.577 0.737
S 0.163 2.069 1.571
F 2.312 1.344 0.582
H -1.857 0.013 0.530
H -0.200 -0.226 -2.459
H -2.169 0.217 -1.136
```

Summary:
ΔE to the lowest compared entry with this formula, charge and spin, eV: 1.326
F_max, eV/Å: 3.70
2S+1: 1
Lowest unoccupied orbital energy (spin up / spin down), eV: -0.95 / -0.94
Charge: 0
Orbital gap (spin up / spin down), eV: 8.08 / 8.08

---

Q: What is the formula in the second record?
A: C8H17N7O3W

---

Q: The highest F_max belongs to which entry?
A: C8H17N7O3W